3 unconnected molecules or ions with the total composition C15H30F5N4O4. Source: the OMol25 dataset; level of theory: ωB97M-V/def2-TZVPD.

```
58
C15H30F5N4O4, DFT ωB97M-V/def2-TZVPD
C -0.163 -0.194 -1.305
C -0.931 -0.578 -2.701
F 0.011 -0.690 -3.868
C -2.146 0.435 -3.130
N -2.567 1.413 -2.033
C -1.926 2.627 -2.013
N -2.192 3.768 -1.056
C -1.203 4.907 -1.376
N -0.335 4.502 -2.573
N -0.822 3.219 -2.861
C -3.683 0.965 -1.114
F -3.574 1.442 0.284
F -3.665 -0.544 -1.033
C -5.118 1.339 -1.850
F -5.001 2.524 -2.779
F -6.270 1.430 -0.923
H 0.491 -1.149 -1.012
H -0.877 -0.003 -0.395
H 0.513 0.774 -1.448
H -1.407 -1.650 -2.567
H -3.132 -0.123 -3.505
H -1.780 1.069 -4.058
H -1.111 5.940 -0.796
H 0.429 5.048 -3.030
H -0.358 2.754 -3.680
H -5.349 0.418 -2.573
C -0.028 0.213 5.066
O -0.130 1.612 4.828
C 0.873 2.080 3.919
C 0.292 2.303 2.520
O -0.086 1.063 1.913
C -1.493 0.851 1.957
H -0.929 -0.112 5.592
H 0.052 -0.353 4.134
H 0.841 0.008 5.698
H 1.725 1.391 3.887
H 1.230 3.039 4.308
H 1.067 2.744 1.884
H -0.554 2.999 2.550
H -1.990 1.512 1.242
H -1.897 1.017 2.958
H -1.693 -0.187 1.672
C 3.512 -5.725 -0.003
O 4.358 -4.755 -0.611
C 3.631 -3.857 -1.457
C 3.408 -2.507 -0.770
O 2.518 -2.632 0.343
C 3.210 -2.627 1.587
H 4.082 -6.238 0.775
H 2.632 -5.265 0.456
H 3.197 -6.460 -0.750
H 2.679 -4.300 -1.773
H 4.242 -3.700 -2.352
H 2.931 -1.825 -1.482
H 4.360 -2.058 -0.463
H 3.565 -1.617 1.809
H 4.050 -3.324 1.587
H 2.509 -2.931 2.371
```

As for the HOMO energy: -10.9776 eV. The gap between HOMO and LUMO comes out at 6.41 eV. The charge is +1. The calculation puts the max |F| at 7.9 eV/Å. The LUMO energy is -4.57 eV.

Now the natural (NBO) charges, all in e: atom 1 (C): -0.694, atom 2 (C): 0.186, atom 3 (F): -0.384, atom 4 (C): -0.266, atom 5 (N): -0.483, atom 6 (C): 0.643, atom 7 (N): -0.438, atom 8 (C): 0.250, atom 9 (N): -0.382, atom 10 (N): -0.381, atom 11 (C): 0.817, atom 12 (F): -0.294, atom 13 (F): -0.328, atom 14 (C): 0.498, atom 15 (F): -0.347, atom 16 (F): -0.306, atom 17 (H): 0.281, atom 18 (H): 0.251, atom 19 (H): 0.220, atom 20 (H): 0.212, atom 21 (H): 0.263, atom 22 (H): 0.237, atom 23 (H): 0.300, atom 24 (H): 0.485, atom 25 (H): 0.448, atom 26 (H): 0.204, atom 27 (C): -0.257, atom 28 (O): -0.549, atom 29 (C): -0.090, atom 30 (C): -0.088, atom 31 (O): -0.563, atom 32 (C): -0.272, atom 33 (H): 0.196, atom 34 (H): 0.174, atom 35 (H): 0.174, atom 36 (H): 0.181, atom 37 (H): 0.189, atom 38 (H): 0.175, atom 39 (H): 0.176, atom 40 (H): 0.173, atom 41 (H): 0.198, atom 42 (H): 0.185, atom 43 (C): -0.257, atom 44 (O): -0.549, atom 45 (C): -0.089, atom 46 (C): -0.089, atom 47 (O): -0.562, atom 48 (C): -0.256, atom 49 (H): 0.196, atom 50 (H): 0.175, atom 51 (H): 0.171, atom 52 (H): 0.175, atom 53 (H): 0.188, atom 54 (H): 0.172, atom 55 (H): 0.183, atom 56 (H): 0.167, atom 57 (H): 0.187, atom 58 (H): 0.192